Formula: C16H40Cl12O16P4
Source: the OMol25 dataset
Level of theory: the ωB97M-V functional and the def2-TZVPD basis

The geometry in XYZ format:
```
88
Properties=species:S:1:pos:R:3:forces:R:3:lowdin_charge:R:1
C -1.1625 3.0439 0.9025 0.674 -0.079 0.304 -0.126
O -2.4325 3.6954 0.8926 -0.332 0.121 -0.361 -0.233
P -2.4904 5.2854 0.8690 0.219 0.657 -0.630 0.363
O -1.5643 5.9126 -0.0850 -0.280 -0.278 0.714 -0.222
O -3.9996 5.6384 0.5486 0.463 -0.605 0.451 -0.204
C -5.0975 5.2109 1.3706 -0.043 0.252 -0.219 -0.084
O -2.3423 5.7116 2.4075 -0.066 0.082 -0.411 -0.219
C -1.0374 5.9896 2.9293 0.293 -0.302 -0.034 -0.092
H -1.0150 2.6555 1.9128 0.100 -0.178 -0.105 0.083
H -0.3212 3.6922 0.6407 -0.259 0.327 0.032 0.078
H -1.1029 2.2359 0.1753 -0.572 -0.074 0.057 0.036
H -5.9493 5.2502 0.6972 -0.179 -0.111 0.222 0.089
H -5.2333 5.9087 2.1951 0.011 0.037 -0.012 0.087
H -4.9705 4.2069 1.7724 0.139 -0.065 -0.155 0.085
H -0.2760 5.9099 2.1520 -0.069 0.130 -0.049 0.081
H -0.8134 5.2507 3.6997 -0.066 0.108 0.087 0.085
H -1.0166 6.9932 3.3462 -0.107 -0.007 0.016 0.089
C 2.9067 2.1150 -4.5862 -0.652 -0.461 0.237 -0.075
O 2.3375 3.1153 -3.7383 0.167 0.365 0.213 -0.210
P 1.9677 2.8239 -2.2144 0.158 0.435 0.253 0.353
O 1.6005 4.0336 -1.4717 0.233 -0.390 -0.402 -0.213
O 3.2280 2.0155 -1.6614 -1.195 -0.175 -0.082 -0.269
C 4.4392 2.6998 -1.3538 0.816 -0.138 -0.224 -0.093
O 0.8211 1.7102 -2.2713 1.006 0.393 -0.151 -0.303
C -0.3600 2.0649 -2.9771 -1.452 -0.656 0.340 -0.097
H 3.4522 1.3631 -4.0148 0.209 0.157 0.041 0.074
H 3.5487 2.5931 -5.3161 0.020 0.099 0.001 0.093
H 2.0789 1.5984 -5.0742 0.110 0.001 -0.272 0.087
H 4.6706 2.6064 -0.2932 -0.215 -0.038 -0.016 0.094
H 4.4567 3.7545 -1.6310 -0.371 -0.032 -0.010 0.094
H 5.2130 2.1833 -1.9288 0.045 0.149 0.168 0.063
H -1.1969 1.6780 -2.3854 0.094 0.057 0.135 0.071
H -0.4396 1.5262 -3.9217 0.440 0.248 -0.214 0.083
H -0.5661 3.1277 -3.0873 0.531 0.127 -0.068 0.103
C -0.9709 -2.2441 -4.3684 0.626 0.224 -0.767 -0.103
O -1.9576 -2.7508 -3.4774 0.303 -0.280 1.003 -0.218
P -1.6137 -3.9635 -2.4766 0.320 -0.540 -0.143 0.386
O -2.4059 -4.0449 -1.2445 -0.054 0.370 -0.649 -0.244
O -0.0316 -3.8986 -2.2409 -1.163 0.338 -0.354 -0.278
C 0.5534 -4.8735 -1.3685 0.613 -0.553 -0.281 -0.088
O -1.7276 -5.2513 -3.4253 0.216 0.496 0.418 -0.215
C -3.0016 -5.7568 -3.7966 -0.501 -0.721 -0.357 -0.103
H -0.9501 -1.1538 -4.3208 -0.025 -0.072 0.352 0.076
H -1.1716 -2.4815 -5.4173 -0.420 -0.304 0.220 0.093
H 0.0156 -2.6491 -4.1451 -0.032 0.177 0.125 0.074
H -0.1736 -5.5582 -0.9315 -0.143 0.275 0.069 0.091
H 1.1303 -4.3677 -0.5958 -0.171 0.062 0.004 0.039
H 1.2336 -5.4673 -1.9866 -0.012 0.067 0.154 0.097
H -3.0149 -6.8258 -3.5823 0.064 0.036 0.057 0.089
H -3.1473 -5.6432 -4.8712 0.115 0.168 0.008 0.088
H -3.8559 -5.3161 -3.2831 0.266 0.287 0.211 0.088
C -1.5175 -1.3952 6.2653 -0.319 -0.472 0.419 -0.101
O -0.4903 -0.6239 5.6437 0.317 -0.258 -0.036 -0.209
P 0.5547 -1.3475 4.6781 0.758 1.214 -0.612 0.363
O 1.5934 -2.1684 5.3046 -0.496 -0.025 -0.165 -0.227
O -0.3045 -2.0995 3.5823 0.156 -0.255 0.244 -0.227
C -1.4096 -1.4331 2.9550 0.052 -0.424 -0.302 -0.091
O 1.0786 -0.1139 3.8000 -0.634 -0.778 0.273 -0.288
C 1.9294 0.9639 4.1621 -0.070 -0.136 0.886 -0.094
H -1.4513 -1.4032 7.3547 0.269 0.554 -0.061 0.091
H -1.4713 -2.4601 6.0203 -0.025 0.147 -0.466 0.094
H -2.4633 -0.9528 5.9592 -0.085 -0.195 0.066 0.090
H -1.1774 -0.3808 2.8032 -0.287 0.095 0.232 0.081
H -2.3091 -1.6533 3.5270 -0.053 0.485 0.106 0.092
H -1.5667 -1.8894 1.9802 0.220 -0.175 -0.007 0.045
H 1.4342 1.8785 3.8331 0.379 -0.025 -0.293 0.083
H 2.9168 0.7810 3.7392 -0.131 0.310 -0.213 0.092
H 2.0436 1.0487 5.2481 -0.038 -0.156 -0.070 0.092
Cl 4.7508 -3.3587 -2.3633 0.072 0.490 0.066 0.508
C 4.8804 -1.6921 -2.9947 0.227 -0.464 0.352 -1.541
Cl 5.2856 -1.7701 -4.7032 -0.019 0.239 -0.070 0.528
Cl 6.0698 -0.7235 -2.0836 -0.332 -0.340 -0.241 0.534
H 3.9110 -1.2334 -2.8610 0.018 0.105 -0.052 -0.060
Cl 1.1834 0.6132 0.6930 0.391 -0.127 -0.189 0.661
C 1.1848 -1.0367 0.0667 -0.562 -0.406 0.748 -1.460
Cl 2.1736 -2.1421 1.0614 0.229 0.469 -0.465 0.590
Cl 1.5241 -1.1542 -1.6548 0.158 -0.034 0.310 0.657
H 0.1804 -1.3983 0.2472 -0.077 -0.002 -0.402 -0.041
Cl 2.3086 -5.5485 4.8771 -0.103 0.105 -0.298 0.523
C 2.7148 -4.5656 3.4535 0.403 0.019 0.795 -1.558
Cl 2.4800 -5.4851 1.9737 0.084 0.020 -0.038 0.526
Cl 4.3929 -3.9836 3.6420 -0.318 -0.112 -0.338 0.510
H 2.0827 -3.6865 3.4606 -0.101 -0.092 -0.015 -0.056
Cl -4.9703 -1.3865 -1.6611 0.336 0.031 0.050 0.554
C -3.6939 -0.1832 -1.4284 -0.400 0.075 -0.010 -1.532
Cl -2.4857 -0.6974 -0.2513 -0.025 -0.053 -0.071 0.596
Cl -4.4130 1.3499 -0.9236 0.132 0.079 -0.037 0.548
H -3.1941 -0.0225 -2.3746 0.003 -0.096 -0.019 0.000
```
Positions in Å, forces in eV/Å.

For the HOMO energy, the calculation gives -10.342 eV. As for the orbital gap: 10.52 eV. The value obtained for the calculated total energy is -237434.0113 eV. Its SMILES is COP(=O)(OC)OC.COP(=O)(OC)OC.COP(=O)(OC)OC.COP(=O)(OC)OC.ClC(Cl)Cl.ClC(Cl)Cl.ClC(Cl)Cl.ClC(Cl)Cl. As for the energy relative to the best compared isomer or geometry (same formula, charge and spin): 0.788 eV. The net charge is 0.